1.
The following is a DFT calculation (ωB97M-V/def2-TZVPD) of a cluster of 12 separate species, C16H38N12O22 in total in a non-equilibrium geometry.

The geometry in XYZ format:
```
88
Properties=species:S:1:pos:R:3:forces:R:3
N 7.809626 11.286100 14.285349 -0.12 0.26 0.36
C 8.002423 11.240519 12.970226 -0.30 -0.34 -0.65
C 9.236038 11.418184 12.404142 1.71 0.29 -0.82
C 10.343467 11.658761 13.223656 0.09 -0.07 -0.43
C 10.176804 11.691009 14.597373 -0.91 0.34 -0.62
C 8.873807 11.544190 15.061564 0.01 -0.37 -0.86
H 7.181300 11.045011 12.265682 -0.09 0.05 0.75
H 9.438579 11.410538 11.311909 -0.56 -0.04 0.80
H 11.302066 11.849652 12.744934 -0.04 -0.06 0.25
H 10.955833 11.954626 15.277745 0.47 -0.13 0.24
H 8.682841 11.644009 16.100684 -0.25 -0.03 0.89
C 14.229760 8.410558 15.645114 -0.99 -1.30 0.51
N 13.564953 7.993214 16.934392 0.29 0.91 1.46
O 13.649322 6.826026 17.273253 -0.18 0.67 -0.53
O 13.068557 8.883869 17.636968 0.30 -0.93 -0.97
H 13.804728 9.344135 15.315045 0.00 0.05 -0.11
H 14.033133 7.535868 15.037802 -0.10 0.32 -0.66
H 15.281840 8.416394 15.826080 0.66 0.35 0.33
C 6.693522 8.530373 9.216700 -0.04 0.25 -1.22
N 6.870006 9.944079 8.833105 1.17 1.89 -0.01
O 6.524285 10.773782 9.661765 -0.21 -0.24 -0.46
O 7.529829 10.251095 7.827662 -1.11 -0.88 0.95
H 6.303141 8.002124 8.351607 0.21 -0.13 -0.01
H 6.037348 8.471467 10.059517 -0.08 0.08 0.32
H 7.714766 8.275076 9.439549 0.15 -0.72 0.22
C 10.920190 8.233104 11.765724 -0.21 0.62 0.15
N 10.843457 8.148067 13.230619 2.60 0.60 0.08
O 11.821378 8.624722 13.825706 -1.33 -0.52 -0.10
O 9.898730 7.618991 13.737974 -0.66 -0.08 0.53
H 10.616608 7.314980 11.340315 -0.20 -1.05 -0.33
H 11.891859 8.569661 11.465316 0.41 -0.04 0.02
H 10.199308 8.974323 11.509959 -0.59 0.62 -0.37
C 11.621722 14.936855 14.847875 -0.48 0.01 -0.06
N 13.062995 14.805086 14.675483 2.18 -0.51 -0.25
O 13.745932 15.746498 15.086082 -0.52 -1.01 -0.60
O 13.531286 13.749181 14.213500 -0.99 1.74 0.69
H 11.428379 15.936543 15.210369 -0.11 0.12 -0.24
H 11.408664 14.242180 15.626967 -0.36 -0.53 0.67
H 11.062984 14.633589 13.964748 0.27 0.16 -0.14
C 12.241321 12.189270 19.423973 0.82 -0.59 1.30
N 11.953645 12.951867 18.227247 -0.02 0.85 -1.77
O 11.579212 14.131101 18.287714 0.50 -1.91 0.09
O 12.162972 12.335350 17.178838 -0.46 0.89 0.71
H 12.193815 12.826248 20.282055 -0.44 0.39 0.39
H 13.268947 11.816562 19.384772 -0.18 0.09 -0.46
H 11.603105 11.313020 19.517329 -0.23 0.23 -0.25
C 12.364928 15.739851 10.227619 1.17 0.23 0.38
N 11.845982 14.657857 11.088105 -0.45 0.22 -0.27
O 10.666411 14.764263 11.399247 0.22 -0.39 0.29
O 12.589734 13.751060 11.383207 -0.36 0.10 0.13
H 13.369295 15.414248 9.937675 -0.33 0.38 -0.09
H 12.378007 16.688524 10.781311 0.05 -0.48 0.06
H 11.689415 15.856396 9.411040 -0.39 -0.11 -0.67
C 5.195661 12.471951 15.981814 -1.48 0.76 0.33
N 6.040598 11.738758 16.938842 1.09 -0.53 1.33
O 5.939393 10.520198 17.002477 0.09 1.02 -0.19
O 6.791922 12.409761 17.672599 -1.15 -0.91 -1.38
H 4.456411 11.814230 15.478858 0.66 0.25 0.68
H 5.810067 12.937121 15.232218 0.48 0.07 -0.10
H 4.704551 13.270163 16.599605 0.34 -0.77 -0.72
C 10.694221 11.316633 7.101573 0.56 -0.14 -2.21
N 10.690644 10.924174 8.498854 0.94 0.78 -0.26
O 10.792388 11.865076 9.260285 -0.23 -0.48 0.99
O 10.672660 9.742766 8.771646 -0.21 0.14 0.50
H 11.708880 11.642235 6.720815 -1.02 -0.33 1.04
H 9.989440 12.123484 6.941127 0.01 0.12 0.22
H 10.405924 10.442700 6.535221 -0.13 -0.10 -0.17
C 9.668658 8.468783 17.115173 -0.46 -0.71 -0.58
N 9.853379 7.193991 17.859160 -0.06 2.12 2.37
O 9.765289 6.164824 17.279917 -0.02 -1.62 -0.79
O 10.018334 7.340590 19.079937 -0.06 -0.53 -1.27
H 9.816664 8.265392 16.068294 -0.04 -0.11 -0.33
H 10.412246 9.136468 17.461232 0.49 0.80 0.49
H 8.645785 8.793594 17.302424 0.14 0.14 0.12
C 8.186678 14.031411 9.099471 0.35 -1.18 0.78
N 8.883087 15.077494 8.375737 1.13 2.80 -1.52
O 9.943531 14.788139 7.799535 -1.34 -0.01 0.78
O 8.426331 16.239748 8.367873 0.54 -2.34 0.26
H 7.933040 13.207799 8.406318 0.10 0.51 0.32
H 7.313934 14.465504 9.575150 0.05 -0.10 -0.03
H 8.941936 13.654872 9.835731 -0.83 0.24 -0.50
C 6.875459 7.407749 13.976513 -0.19 0.53 0.07
N 7.451107 6.809353 12.741531 -1.67 1.74 0.07
O 7.247506 7.510779 11.741125 0.75 -0.86 0.32
O 7.953272 5.739422 12.778291 0.71 -1.13 -0.34
H 7.212485 8.450621 13.969942 0.13 -0.36 0.43
H 7.098656 6.819324 14.864477 0.33 0.15 -0.23
H 5.799388 7.451595 13.820804 -0.02 -0.19 -0.08
```
Positions in Å, forces in eV/Å.

highest occupied orbital energy: -9.9 eV
LUMO: -0.36 eV
frontier orbital gap: 9.5454 eV


2.
The following is a DFT calculation (ωB97M-V/def2-TZVPD) of a cluster of 2 separate species, C16H38N2O3P in total in a non-equilibrium geometry.

The geometry in XYZ format:
```
60
Properties=species:S:1:pos:R:3:forces:R:3
C -3.441728 -0.742561 -3.264067 -0.27 -0.17 0.24
O -2.811873 -1.646612 -2.408513 0.24 -0.21 -0.10
C -1.745069 -1.046101 -1.659247 -0.28 -0.01 -0.29
P -2.311717 -0.708294 0.171480 -0.35 0.48 0.72
C -2.236989 1.231762 -0.034143 0.21 0.48 -0.11
C -1.099559 1.928965 -0.813288 -0.14 0.15 0.18
C -0.481747 3.166269 -0.109549 0.32 0.10 -0.55
C 1.054700 3.052902 0.017794 -0.45 0.41 0.09
C -0.809380 4.438651 -0.896970 0.09 -0.15 0.14
C -0.495514 -0.750451 0.825293 0.03 0.08 0.16
C -0.243394 -1.031893 2.310610 0.44 0.29 0.13
C -0.198843 0.278335 3.100033 -0.39 -0.31 0.03
O -1.183162 -1.913310 2.928521 -0.09 -0.18 -0.36
N -2.528778 -2.543823 0.356614 0.33 0.15 -1.25
C -1.917156 -3.587729 0.050123 -0.54 -0.52 0.70
C -0.604360 -4.099114 0.669758 0.18 0.19 -0.15
C -2.564470 -4.629415 -0.872067 -0.21 -0.23 0.55
H -4.283203 -1.262503 -3.723813 -0.03 -0.04 -0.10
H -3.846954 0.110794 -2.710335 0.06 0.16 -0.03
H -2.768850 -0.386132 -4.055307 0.06 0.11 -0.04
H -1.498881 -0.117838 -2.183512 0.19 0.14 0.19
H -0.872556 -1.699691 -1.737381 -0.02 -0.16 0.11
H -3.674951 -0.671734 -0.333177 0.05 -0.11 -0.11
H -2.830684 -0.498827 1.515939 0.10 -0.08 -0.03
H -2.233946 1.656748 0.975387 0.04 -0.21 0.17
H -3.187494 1.571205 -0.460261 -0.13 -0.19 -0.04
H -1.481157 2.271038 -1.780494 -0.01 -0.07 -0.10
H -0.286376 1.246847 -1.063004 -0.03 -0.18 0.12
H -0.904929 3.263223 0.890211 -0.06 -0.03 0.06
H 1.514820 4.033876 -0.126899 0.10 0.05 0.14
H 1.315167 2.706001 1.016836 0.21 -0.22 -0.04
H 1.461720 2.388467 -0.737944 0.07 -0.16 0.04
H -1.884371 4.579026 -1.005800 -0.07 0.03 -0.01
H -0.373991 5.316928 -0.416121 -0.09 0.12 0.02
H -0.370908 4.353838 -1.893467 -0.03 0.07 -0.10
H -0.037171 0.230150 0.682669 -0.02 0.06 -0.17
H 0.109358 -1.400590 0.194347 -0.10 -0.26 0.08
H 0.756894 -1.483448 2.409153 0.02 -0.11 -0.05
H 0.058286 0.091384 4.147655 0.10 0.04 0.06
H 0.530388 0.958428 2.664414 0.04 0.12 0.04
H -1.194729 0.722805 3.074298 0.01 0.19 -0.08
H -1.085906 -1.811966 3.874537 0.04 0.04 0.25
H -0.679122 -3.969669 1.746760 0.06 0.11 0.06
H 0.273690 -3.552156 0.325493 0.05 0.06 -0.03
H -0.449732 -5.157671 0.461273 0.05 -0.06 -0.11
H -3.624167 -4.408213 -0.961629 0.00 0.18 -0.24
H -2.469125 -5.638721 -0.457040 0.10 -0.09 -0.07
H -2.084156 -4.617551 -1.851614 0.00 0.05 -0.10
C 3.486028 0.732760 0.253420 -0.07 -0.11 0.01
O 2.766908 0.179804 -0.547549 0.07 -0.02 -0.08
N 4.831771 0.815672 0.125990 0.14 0.07 0.09
C 5.656880 1.480733 1.107799 0.01 -0.08 -0.15
C 5.448561 0.212160 -1.040230 -0.10 0.00 0.04
H 3.106620 1.219663 1.167123 -0.01 -0.01 0.00
H 6.202432 2.313243 0.655872 0.01 0.02 0.05
H 6.380381 0.785351 1.541305 0.01 0.03 0.04
H 5.028542 1.870572 1.906197 -0.02 0.00 0.01
H 5.056132 0.660854 -1.953548 0.01 -0.02 -0.02
H 5.232864 -0.856283 -1.074847 0.01 -0.01 -0.03
H 6.524955 0.363842 -0.995088 0.01 0.01 0.02
```
Positions in Å, forces in eV/Å.

total charge: -1
highest occupied orbital energy: -2.8 eV
LUMO: 2.36 eV
frontier orbital gap: 5.1210 eV


3.
The following is a DFT calculation (ωB97M-V/def2-TZVPD) of a cluster of 3 separate species, C16H38NO11P2 in total in a non-equilibrium geometry.

The geometry in XYZ format:
```
68
Properties=species:S:1:pos:R:3:forces:R:3
C 0.839561 6.024787 5.134490 0.03 -0.14 0.63
O 0.420930 4.705657 5.429922 -0.24 0.64 -0.72
C -0.187018 4.028914 4.326065 -0.54 -1.22 0.33
C -1.652214 3.753985 4.686338 -0.17 0.36 0.28
N -2.487179 4.893812 4.222496 0.18 -0.30 0.05
C 0.611505 2.725001 4.041258 0.71 -0.34 -0.83
O 1.473816 2.817828 3.126987 0.01 0.56 -0.09
O 0.360937 1.690934 4.676412 -0.65 -0.06 0.72
H 1.923741 6.015870 4.964131 -0.12 0.29 -0.11
H 0.310382 6.475871 4.289053 0.09 -0.23 -0.05
H 0.593480 6.639613 6.011720 0.28 -0.02 -0.10
H -0.175599 4.614071 3.398904 0.26 0.19 0.25
H -1.734815 3.724618 5.777662 0.15 -0.10 -0.13
H -2.009522 2.782956 4.320587 0.28 0.12 -0.15
H -2.488497 4.862504 3.207998 -0.18 0.13 0.01
H -3.442965 4.751539 4.529635 -0.03 0.04 -0.12
O 2.189634 -0.895721 -2.107995 0.27 -1.64 2.88
P 3.415157 -0.189913 -1.632288 1.36 4.63 -5.37
O 2.987117 1.389022 -1.649164 -0.07 -0.98 0.76
C 1.679150 1.804819 -1.240939 -0.48 0.54 0.24
C 1.684020 2.246578 0.207616 0.16 -0.20 -0.21
O 4.342566 -0.251386 -2.983932 0.18 -0.56 0.57
C 4.069370 -1.189906 -4.018873 -0.02 0.11 -0.21
C 3.269821 -0.535552 -5.127237 -0.07 0.12 -0.08
O 4.790707 0.076166 -0.788557 -1.54 -2.09 1.08
C 4.713592 0.397764 0.607506 0.11 0.28 0.65
C 3.970359 -0.647229 1.409798 0.02 -0.18 -0.16
H 0.934967 1.020356 -1.389397 0.19 -0.16 -0.16
H 1.397126 2.641985 -1.884405 0.16 -0.06 -0.11
H 1.922638 1.407205 0.862401 -0.14 0.10 0.15
H 0.712831 2.636036 0.507862 0.02 -0.03 0.07
H 2.431223 3.020271 0.381323 -0.07 0.04 0.04
H 3.565878 -2.073419 -3.626855 -0.12 0.08 0.02
H 5.035191 -1.519791 -4.410392 0.05 0.07 0.09
H 2.365175 -0.067242 -4.739132 -0.04 -0.15 0.09
H 2.987962 -1.266811 -5.887775 0.02 0.01 -0.01
H 3.855571 0.253861 -5.601408 0.04 -0.05 -0.01
H 4.271931 1.387075 0.735467 -0.15 -0.05 -0.13
H 5.741833 0.466765 0.965409 0.05 -0.06 -0.23
H 2.938560 -0.759289 1.056841 -0.02 0.11 0.11
H 3.942313 -0.372060 2.463515 -0.11 0.06 -0.03
H 4.456578 -1.620710 1.312889 0.03 0.02 0.01
O -3.804363 -4.129564 -0.429834 2.98 -0.98 0.93
P -3.016781 -3.518183 -1.537303 -5.02 3.16 -3.77
O -3.351975 -1.913128 -1.415129 0.89 -0.74 0.41
C -3.473375 -1.267342 -0.147461 -0.08 0.43 0.36
C -2.182101 -0.577415 0.252139 0.07 -0.10 -0.14
O -3.935666 -3.934771 -2.828437 0.61 -0.35 0.11
C -4.882558 -4.995334 -2.743828 -0.24 0.06 -0.05
C -6.270840 -4.444876 -2.488915 -0.11 0.13 0.01
O -1.786590 -3.292527 -2.590904 0.67 -1.59 2.19
C -0.548043 -2.740589 -2.129047 0.67 0.35 0.01
C 0.062204 -3.542657 -1.001957 -0.13 -0.16 0.06
H -3.782859 -1.961399 0.634810 -0.03 -0.18 -0.17
H -4.264610 -0.521657 -0.249833 -0.02 -0.07 -0.13
H -1.382273 -1.306120 0.405270 -0.01 0.03 0.08
H -2.311793 -0.020023 1.180442 0.00 -0.02 0.00
H -1.853829 0.114284 -0.525440 -0.04 0.03 0.02
H -4.592532 -5.722681 -1.986335 -0.03 0.11 0.11
H -4.865416 -5.512188 -3.706747 0.09 0.09 -0.04
H -6.285923 -3.801527 -1.609248 0.09 -0.13 0.10
H -6.989617 -5.253965 -2.344240 0.00 0.00 -0.02
H -6.596974 -3.834175 -3.332731 0.01 -0.06 -0.04
H -0.688985 -1.696337 -1.848027 -0.13 -0.03 0.06
H 0.132433 -2.742149 -2.980187 -0.17 -0.04 -0.09
H -0.607807 -3.584599 -0.134151 0.05 0.07 0.01
H 1.005786 -3.097068 -0.688935 -0.03 0.06 -0.01
H 0.246671 -4.570848 -1.319910 0.01 0.02 -0.02
```
Positions in Å, forces in eV/Å.

total charge: -1
highest occupied orbital energy: -4.5 eV
LUMO: 2.04 eV
frontier orbital gap: 6.5306 eV


4.
The following is a DFT calculation (ωB97M-V/def2-TZVPD) of a structure of composition C16H39AlN5O6.

The geometry in XYZ format:
```
67
Properties=species:S:1:pos:R:3:forces:R:3
C 2.892396 0.022047 -0.346786 -0.42 -0.03 -0.07
C 2.329641 0.344083 -1.711535 0.09 -0.15 0.10
O 2.513001 -0.387956 -2.652250 0.09 0.17 -0.06
O 1.663996 1.506634 -1.816512 -0.12 -0.04 -0.35
C 0.248464 1.520555 -1.321430 -0.19 0.15 0.44
C -0.405623 0.216870 -1.028163 -0.19 0.21 0.03
Al -2.387795 0.451210 -0.484497 -0.24 -0.42 -0.02
N -3.134410 -1.302426 -0.478910 0.53 0.58 0.03
H 3.932972 -0.274808 -0.430526 0.05 0.02 0.06
H 2.316748 -0.828117 0.026046 0.13 -0.04 0.05
H 2.768230 0.843320 0.354082 0.12 0.02 -0.02
H 0.267025 2.151222 -0.425842 0.08 -0.02 0.00
H -0.296982 2.070767 -2.088224 0.15 -0.05 -0.11
H -0.422693 -0.441131 -1.901160 0.07 -0.04 0.01
H 0.064323 -0.301924 -0.183645 0.07 -0.06 -0.11
H -2.415466 1.122405 1.009642 0.13 -0.03 0.11
H -3.161447 1.353883 -1.577020 0.03 -0.02 -0.13
H -3.199307 -1.585584 -1.455086 -0.17 -0.13 0.15
H -2.400778 -1.914795 -0.119596 -0.21 -0.17 0.05
C -2.740642 6.407152 -1.465807 -0.03 -0.01 -0.01
C -2.473964 5.163413 -0.641654 0.25 -0.16 0.14
O -3.160889 4.168645 -0.719214 -0.28 0.23 -0.13
N -1.401225 5.190058 0.205756 -0.03 0.09 0.00
C -0.457223 6.259984 0.431976 -0.03 -0.20 0.05
H -3.614327 6.216807 -2.081714 0.00 -0.04 0.01
H -2.936275 7.268078 -0.824071 0.04 0.03 -0.02
H -1.892440 6.635941 -2.112952 0.00 0.04 0.02
H -1.282333 4.327252 0.717345 0.00 -0.02 -0.02
H 0.557153 5.938569 0.184330 0.02 0.06 -0.01
H -0.470616 6.573022 1.478864 0.02 0.06 -0.02
H -0.703532 7.118966 -0.185289 0.00 0.01 -0.01
C 6.059754 -2.623832 1.817109 0.01 0.03 -0.02
C 5.120245 -1.706097 2.566701 -0.09 0.00 -0.02
O 4.722805 -0.661136 2.088632 0.11 0.02 0.06
N 4.718073 -2.099204 3.809103 0.06 -0.04 0.01
C 5.072966 -3.303915 4.528344 -0.13 0.17 0.02
H 6.274056 -2.171767 0.853772 -0.03 0.03 0.01
H 6.994141 -2.757980 2.364232 -0.01 -0.06 0.00
H 5.602123 -3.600468 1.654913 0.04 -0.02 0.02
H 4.088718 -1.447079 4.250688 -0.01 0.00 -0.01
H 4.182819 -3.895883 4.750011 0.03 -0.06 0.00
H 5.567097 -3.058305 5.470708 0.03 -0.06 0.00
H 5.748629 -3.911874 3.935681 0.01 -0.01 -0.01
C -1.911117 -4.155260 -4.835186 0.01 -0.02 0.03
C -3.040516 -3.557634 -4.025067 -0.01 0.15 0.01
O -2.931295 -3.320445 -2.839711 0.07 -0.25 -0.11
N -4.203869 -3.273632 -4.682212 -0.01 -0.10 -0.05
C -4.514819 -3.467794 -6.080323 -0.08 0.10 0.17
H -1.067391 -4.307988 -4.169593 -0.02 0.02 0.03
H -2.204397 -5.112832 -5.269328 0.01 0.02 -0.05
H -1.608555 -3.480745 -5.637155 -0.01 -0.03 -0.03
H -4.905586 -2.861927 -4.086422 0.03 0.04 0.00
H -4.753138 -2.515074 -6.558456 0.02 -0.02 -0.06
H -5.372241 -4.135167 -6.197296 0.02 -0.02 -0.06
H -3.667452 -3.906260 -6.597796 0.01 0.00 -0.01
C 0.855988 0.447457 2.967583 -0.05 0.08 -0.03
C -0.092725 0.984995 4.011331 -0.11 0.07 -0.14
O 0.009606 2.114949 4.466432 0.09 -0.03 0.10
N -1.086975 0.158102 4.425435 0.17 -0.11 0.14
C -1.394937 -1.175767 3.950992 -0.17 0.14 0.07
H 1.552223 1.235447 2.697485 0.00 0.00 0.02
H 1.418334 -0.406359 3.350595 -0.02 -0.04 -0.05
H 0.298973 0.139200 2.080902 0.06 0.00 -0.03
H -1.698243 0.574467 5.109026 -0.06 0.04 -0.08
H -2.388551 -1.199697 3.501546 0.03 -0.03 -0.08
H -1.361345 -1.892961 4.775366 0.03 -0.03 -0.03
H -0.679381 -1.481678 3.195802 0.00 0.00 -0.02
```
Positions in Å, forces in eV/Å.

total charge: -1
highest occupied orbital energy: -4.1 eV
LUMO: 2.21 eV
frontier orbital gap: 6.3472 eV
energy relative to the best compared isomer or geometry (same formula, charge and spin): 0.0 kJ/mol